Entry 1:
Formula: C24H48O8
Source: the Open Molecules 2025 dataset
Level of theory: ωB97M-V/def2-TZVPD

Calculated values
Strongest force on any atom ... 0.0513 Eh/bohr
Multiplicity ... 1
Energy relative to the best compared isomer or geometry (same formula, charge and spin) ... 20.5 kcal per mole
SMILES ... CC(C)=O.CC(C)=O.CC(C)=O.CC(C)=O.CC(C)=O.CC(C)=O.CC(C)=O.CC(C)=O

Atoms and positions in Å:
C (4.79, 0.48, 2.30)
H (-5.55, -0.66, -1.14)
C (0.61, -1.72, -0.65)
H (-2.13, 0.96, -2.34)
H (-1.63, -1.10, -5.32)
O (-2.37, -3.15, -3.20)
H (3.29, 0.29, -2.38)
H (-5.23, -3.31, -0.49)
C (-4.25, 1.46, 1.15)
H (2.12, 3.48, 0.64)
C (-3.87, -1.82, -0.41)
C (-3.96, 2.94, 1.15)
H (5.14, -1.88, 4.05)
O (-5.19, 0.95, 0.65)
H (0.28, -2.38, 2.76)
H (-4.07, -3.69, 0.79)
H (-2.59, 0.06, 1.45)
H (3.95, -1.08, 5.30)
H (1.50, -1.74, -1.32)
H (0.11, -0.76, -0.88)
H (0.75, -2.52, -4.19)
C (-1.82, 1.61, -1.48)
H (5.83, 0.17, 2.11)
H (4.06, -1.99, -0.21)
H (2.37, 3.58, 2.38)
H (-2.85, -0.81, -4.00)
H (-2.61, 1.20, 2.72)
H (-0.38, -3.42, 1.45)
C (0.58, 2.57, 1.83)
H (-1.12, -0.32, -3.90)
H (4.48, -2.17, -1.98)
O (2.10, -1.71, 1.20)
H (0.21, 0.70, 2.80)
H (4.78, 1.58, 2.18)
O (5.94, 0.36, -1.20)
C (1.64, 3.68, 1.63)
O (4.29, 1.19, 4.50)
C (-4.67, -2.84, 0.32)
C (-0.13, -3.17, -4.09)
H (-0.96, -1.78, 1.55)
C (-4.55, -0.96, -1.44)
H (5.69, -2.20, -0.70)
H (-1.59, 1.01, -0.58)
H (-2.90, 3.17, 1.06)
H (-2.56, 2.37, -1.26)
H (3.63, 1.53, -1.22)
H (-1.08, 4.23, -1.10)
H (4.15, -0.06, 1.64)
C (-0.07, -2.39, 1.72)
C (3.57, 0.48, -1.31)
C (-0.57, 2.35, -1.80)
C (4.91, -0.23, -1.15)
O (-0.48, 2.59, 1.30)
C (-0.74, 3.84, -2.02)
H (0.02, -4.11, -3.49)
C (-1.82, -1.11, -4.22)
C (4.77, -1.73, -1.00)
C (4.47, 0.24, 3.77)
H (-0.08, -2.55, -0.84)
O (0.54, 1.86, -1.80)
H (-0.22, -3.53, -5.16)
H (-3.91, -0.07, -1.54)
H (-3.92, -0.03, 2.61)
H (-5.36, -2.24, 0.91)
O (-2.65, -1.69, -0.32)
H (3.48, -1.62, 3.73)
H (-1.43, 4.13, -2.84)
C (-3.27, 0.66, 2.06)
H (2.85, 0.06, -0.64)
H (1.93, 1.04, 2.48)
C (0.95, -1.88, 0.78)
C (4.27, -1.22, 4.27)
H (0.26, 4.29, -2.32)
H (1.17, 1.89, 3.74)
H (-4.30, 3.26, 2.15)
H (1.07, 4.58, 1.67)
C (-1.50, -2.54, -3.80)
H (-4.53, -1.60, -2.31)
H (-4.62, 3.47, 0.48)
C (0.99, 1.49, 2.76)

For each atom in turn, the Mulliken charge in e is: -0.47, 0.43, -0.43, -0.17, 0.45, -0.56, 0.37, 0.44, 1.00, 0.19, 0.86, -1.41, 0.34, -0.57, 0.30, 0.27, -0.26, 0.36, 0.23, -0.08, 0.31, 0.32, 0.55, 0.10, 0.41, 0.22, 0.36, 0.41, 0.79, 0.12, 0.31, -0.53, 0.07, 0.25, -0.57, -1.27, -0.59, -1.52, -1.29, 0.08, -0.71, 0.37, -0.30, 0.24, 0.49, 0.41, 0.37, -0.33, -1.10, -0.41, 0.47, 0.56, -0.44, -1.48, 0.30, -0.95, -0.87, 0.77, 0.38, -0.45, 0.43, -0.30, 0.43, 0.34, -0.27, 0.13, 0.36, -0.58, -0.23, -0.22, 0.69, -1.00, 0.33, 0.52, 0.46, 0.41, 1.03, 0.48, 0.33, -0.52

***

Entry 2:
Formula: C24H48O9S
Source: the Open Molecules 2025 dataset
Level of theory: ωB97M-V/def2-TZVPD

Calculated values
Strongest force on any atom ... 0.0393 Eh/bohr
Multiplicity ... 1
Energy relative to the best compared isomer or geometry (same formula, charge and spin) ... 1.3 kcal per mole

Atoms and positions in Å:
C (3.60, -3.45, 1.54)
H (8.14, -0.09, 0.48)
C (1.55, 5.37, -0.46)
H (1.85, -6.23, 0.97)
O (-1.80, 0.32, 3.35)
H (0.69, 5.71, 1.52)
H (3.55, -6.03, 0.55)
C (0.45, -1.61, -2.52)
H (3.13, 2.68, 0.02)
H (4.44, -0.37, 1.67)
H (1.35, -0.08, -0.96)
H (2.40, -1.13, -3.32)
H (1.43, 2.41, -0.39)
C (5.27, 0.17, 2.16)
C (-0.59, 0.25, -0.09)
H (-6.98, 2.50, -0.94)
C (2.31, -4.42, -0.16)
H (-1.46, -0.32, -0.41)
H (-6.54, 3.15, -2.53)
C (-4.71, 2.61, 0.30)
C (1.70, 3.78, 1.27)
H (-0.17, 4.53, 0.53)
C (-6.53, -3.29, -0.70)
H (-0.20, -2.28, -3.06)
C (7.17, -0.39, 0.88)
H (-5.51, -3.53, -0.98)
H (-2.62, 2.52, -0.06)
H (0.21, -0.61, -2.88)
H (-4.12, 2.47, -1.75)
S (-2.12, 0.34, 1.98)
H (7.47, -2.09, 2.23)
C (-3.37, 1.92, 0.44)
C (2.92, -4.68, 2.11)
H (1.97, -4.40, 2.59)
O (-6.45, -1.21, 0.38)
H (2.57, 4.18, 1.81)
C (7.27, -1.02, 2.26)
C (1.91, -1.97, -2.85)
H (3.53, -5.19, 2.85)
C (-7.24, 0.14, -1.77)
H (2.57, -4.69, -1.18)
O (-0.69, 0.71, 1.26)
C (0.82, 4.92, 0.79)
H (1.20, 3.07, 1.92)
H (4.68, -3.60, 1.43)
C (-6.62, -1.80, -0.63)
O (6.02, -0.79, 2.92)
C (-6.11, 1.03, -2.26)
H (1.11, -1.02, 0.54)
H (3.43, -2.55, 2.13)
H (-0.51, 1.13, -0.74)
H (-6.18, 1.10, -3.34)
H (5.71, 1.12, 0.24)
H (2.43, -2.20, -1.93)
H (4.84, 0.91, 2.83)
H (-4.80, 3.47, 0.95)
H (-7.64, 0.46, -0.82)
C (6.22, 0.77, 1.14)
H (6.72, -1.10, 0.18)
H (-6.69, -3.71, 0.28)
O (-3.01, 1.72, 1.82)
H (-8.05, 0.25, -2.49)
H (0.88, 5.80, -1.21)
H (-4.76, 4.04, -1.36)
H (1.97, -2.86, -3.47)
C (-4.90, 2.98, -1.19)
O (3.05, -3.26, 0.23)
H (1.24, -4.15, -0.13)
H (-5.47, 1.87, 0.53)
C (0.65, -0.64, -0.36)
O (0.20, -1.74, -1.14)
C (2.15, 3.16, -0.04)
H (6.77, 1.60, 1.58)
C (2.64, -5.50, 0.86)
H (-3.48, 0.94, -0.03)
H (2.32, 6.12, -0.22)
H (-7.21, -3.72, -1.42)
O (-6.85, -1.24, -1.82)
C (-6.24, 2.47, -1.74)
H (8.06, -0.55, 2.86)
O (2.20, 4.22, -1.00)
H (-5.14, 0.61, -2.03)

For each atom in turn, the Mulliken charge in e is: -0.14, 0.36, -0.50, 0.34, -0.56, 0.38, 0.27, -0.39, 0.00, -0.17, 0.38, 0.33, -0.27, 0.04, -0.77, 0.47, -0.37, 0.67, 0.46, -0.42, -0.55, 0.00, -1.12, 0.44, -0.54, 0.25, 0.13, 0.31, 0.40, 0.83, 0.28, -0.20, -0.58, 0.26, -0.53, 0.29, -0.45, -0.73, 0.39, -0.75, 0.28, -0.27, -0.29, 0.32, 0.08, 0.78, -0.43, -0.38, 0.28, 0.15, 0.27, 0.35, 0.29, 0.00, 0.34, 0.40, 0.48, -0.46, 0.21, 0.34, -0.41, 0.34, 0.29, 0.43, 0.30, -0.86, -0.31, 0.23, 0.30, -0.42, -0.44, 0.48, 0.28, -0.67, 0.18, 0.28, 0.33, -0.35, -1.09, 0.29, -0.48, 0.31

***

Entry 3:
Formula: C24H49CaN3O9S
Source: the Open Molecules 2025 dataset
Level of theory: ωB97M-V/def2-TZVPD

Calculated values
Strongest force on any atom ... 0.0863 Eh/bohr
Multiplicity ... 1
Energy relative to the best compared isomer or geometry (same formula, charge and spin) ... 16.9 kcal per mole

Atoms and positions in Å:
H (-4.73, 5.73, -6.40)
C (3.61, 0.54, -0.81)
H (3.27, 0.09, -1.74)
C (1.84, 0.61, 4.27)
H (2.42, 0.39, 5.17)
C (4.15, -4.08, 0.50)
Ca (1.23, -5.30, 0.53)
C (-2.24, -0.33, -3.93)
C (2.43, 1.02, 0.08)
H (-1.65, 2.93, 4.73)
C (4.04, -4.69, -0.68)
C (-2.86, -1.90, 2.95)
H (1.93, 3.37, 4.96)
O (5.10, -4.09, 4.18)
H (-2.18, 0.44, 0.31)
H (4.48, -5.68, -0.79)
C (-1.75, 1.12, -3.92)
O (-4.75, 6.53, -5.87)
N (-0.70, 3.30, 4.72)
H (0.11, -3.69, -0.16)
C (-3.29, -3.77, -1.23)
O (0.45, 0.67, 4.53)
S (-0.21, -2.41, -0.82)
H (-2.47, -4.33, -0.77)
H (2.64, 2.02, 0.48)
H (0.97, 0.24, -1.37)
H (-0.78, -1.41, 1.18)
C (-0.10, 0.88, 0.41)
H (4.51, -0.07, 1.01)
N (-2.56, -1.88, 0.46)
H (-2.30, 1.51, -6.66)
H (5.50, -0.42, -0.44)
H (0.92, 2.00, -1.11)
H (-3.61, -2.32, 3.60)
H (-4.24, -4.26, -1.01)
C (-2.36, 3.66, -6.60)
O (3.91, -1.73, -0.12)
H (4.23, 1.40, -1.06)
H (3.51, -4.26, -1.52)
O (-3.70, -1.50, -1.41)
C (0.10, 1.20, 5.80)
H (0.24, 0.44, 1.35)
C (-2.73, -2.68, 1.65)
H (-0.29, 2.91, 3.87)
H (-0.48, 1.88, 0.61)
H (3.91, -4.56, 1.44)
O (7.02, -4.84, 3.99)
C (-2.89, 2.14, -3.93)
H (-4.32, 1.15, -5.21)
H (-4.54, 2.88, -5.07)
H (-2.47, 3.14, -3.82)
H (-3.10, -3.78, -2.30)
C (-1.27, 0.06, -0.15)
H (1.32, 4.44, 6.21)
H (-1.16, 1.28, -3.01)
C (-3.78, 2.10, -5.18)
H (-2.88, -0.53, -3.08)
H (0.75, 0.79, 6.58)
H (-1.08, 1.29, -4.76)
C (1.06, 1.03, -0.64)
H (-2.79, -0.56, -4.84)
N (-1.23, -1.41, 0.26)
H (-3.08, 4.47, -6.49)
O (6.76, -2.65, 3.95)
C (6.32, -3.79, 4.03)
H (-1.59, 3.79, -5.84)
C (1.42, 3.39, 5.92)
H (-0.91, 0.82, 6.01)
H (-3.52, 1.98, -3.05)
H (-1.88, 3.78, -7.58)
H (-1.35, 0.09, -1.24)
O (5.46, -2.42, 1.30)
C (0.04, 2.73, 5.86)
C (-3.04, 2.30, -6.50)
C (4.58, -2.65, 0.59)
H (-0.49, 3.00, 6.77)
H (-3.77, 2.21, -7.31)
H (2.17, 1.55, 3.82)
O (-2.73, -3.85, 1.67)
H (2.01, -0.19, 3.55)
H (2.39, 0.34, 0.94)
H (2.05, 2.90, 6.66)
H (-3.03, -0.84, 2.74)
H (-1.87, -1.93, 3.41)
C (4.49, -0.42, -0.02)
H (-1.38, -1.01, -3.88)
C (-3.23, -2.34, -0.76)

For each atom in turn, the Mulliken charge in e is: 0.22, -0.89, 0.38, -0.69, 0.45, -0.44, 0.90, -1.21, -0.23, 0.28, -1.11, -1.13, 0.28, -0.44, 0.49, 0.24, 0.51, -0.79, -0.71, -0.76, -0.98, -0.18, 0.34, 0.26, 0.44, 0.48, 0.69, -0.23, 0.40, 0.26, 0.24, 0.53, 0.31, 0.44, 0.32, -0.91, -0.12, 0.44, 0.46, -0.47, -0.80, -0.10, 0.27, 0.26, 0.63, 0.81, -0.40, -0.82, 0.28, 0.41, 0.42, 0.35, -0.49, 0.35, -0.45, -0.79, 0.20, 0.42, 0.46, -0.98, 0.48, -0.30, 0.09, -0.43, 0.86, 0.23, -1.41, 0.30, 0.31, 0.37, -0.17, -0.43, 0.32, -0.42, 0.43, 0.45, 0.40, 0.19, -0.42, 0.13, 0.07, 0.35, 0.30, 0.28, -0.85, 0.34, 0.40

***

Number 1: E_tot -1545.1384 Eh. Number 2: E_tot -2018.5003 Eh. Number 3: E_tot -2860.4668 Eh.